Molecular formula: C5H9NO2
Method: DFT, wB97M-V/def2-TZVPD

```
17
Properties=species:S:1:pos:R:3:nbo_charge:R:1
C -0.85235 -0.42014 1.17981 0.670
C 0.68155 -0.33550 0.62581 0.125
C 1.17859 1.09145 0.88605 -0.626
C 1.60766 -1.49720 0.75483 -0.644
C -1.45610 0.78818 -2.10639 0.080
N -0.58596 -0.46182 -0.08868 -0.531
O -1.63784 -0.54811 2.03425 -0.541
O -2.73752 0.80638 -1.80865 -0.672
H 1.73722 1.38380 0.03441 0.203
H 1.67713 1.15449 1.74644 0.210
H 0.36996 1.68082 0.98754 0.210
H 2.33340 -1.30358 1.46884 0.215
H 2.03422 -1.69416 -0.24762 0.215
H 1.05944 -2.27196 1.15836 0.225
H -1.12448 -0.07156 -2.78424 0.171
H -0.88386 1.57718 -1.82424 0.172
H -3.40106 0.12171 -2.01653 0.517
```

As for the energy: -400.95173 Eh. The calculation puts the relative energy (zero: lowest compared OMol25 entry of this formula, charge and spin) at 590.82 kJ/mol. Its HOMO energy (spin up / spin down) is -0.2857 / -0.2479 Ha. Its lowest unoccupied orbital energy (spin up / spin down) is 0.5 / -0.9 eV. Its charge is 0.